No. 1
# C4H8N2

The molecule C4H8N2 (wB97M-V/def2-TZVPD, the Open Molecules 2025 dataset).

The value obtained for the energy above the lowest of the compared OMol25 structures with the same formula, charge and spin is 615.8 kJ/mol. The HOMO-LUMO gap comes out at 8.228 eV. The total energy is -7251.493 eV. The calculation puts the strongest force on any atom at 5.023 eV/A.

Last column: natural (NBO) charge in e.
Atoms and positions in Å:
C: -1.621 1.240 -0.087  -0.641
C: -1.179 -0.268 -0.008  -0.294
C: -2.040 -1.405 0.247  -0.204
C: 0.171 -0.563 -0.182  0.142
H: -1.300 1.705 0.831  0.197
H: -2.658 1.117 -0.147  0.241
H: -1.108 1.772 -0.909  0.210
H: 1.019 1.275 0.730  0.407
H: -1.218 -2.208 -0.114  0.084
H: 0.592 -1.626 -0.693  0.210
H: 2.777 -0.504 0.966  0.344
H: 2.826 -0.761 -0.702  0.374
N: 1.215 0.295 0.043  -0.420
N: 2.525 -0.069 0.025  -0.650

No. 2
# C4H8N2

The molecule C4H8N2 (wB97M-V/def2-TZVPD, the Open Molecules 2025 dataset).

As for the structure (SMILES): [H]/N=C(\N)C1CC1. The value obtained for the energy above the lowest of the compared OMol25 structures with the same formula, charge and spin is 217.8 kJ/mol. The HOMO-LUMO gap comes out at 10.202 eV. The total energy is -7255.618 eV. The calculation puts the strongest force on any atom at 3.475 eV/A.

Last column: natural (NBO) charge in e.
Atoms and positions in Å:
C: -0.781 0.116 -0.144  0.449
C: 0.527 -0.512 -0.490  -0.325
C: 1.460 -0.649 0.733  -0.426
C: 1.749 0.486 -0.354  -0.410
H: -2.710 -0.414 0.700  0.383
H: -1.860 -1.669 -0.006  0.374
H: -1.634 1.737 0.501  0.328
H: 0.445 -1.303 -1.329  0.234
H: 1.924 -1.709 0.514  0.217
H: 1.185 -0.442 1.868  0.245
H: 1.474 1.535 0.040  0.272
H: 2.573 0.487 -1.067  0.222
N: -2.003 -0.669 -0.131  -0.841
N: -0.729 1.402 0.174  -0.723

Copy entry 1 word for word.
# C4H8N2

The molecule C4H8N2 (wB97M-V/def2-TZVPD, the Open Molecules 2025 dataset).

The value obtained for the energy above the lowest of the compared OMol25 structures with the same formula, charge and spin is 615.8 kJ/mol. The HOMO-LUMO gap comes out at 8.228 eV. The total energy is -7251.493 eV. The calculation puts the strongest force on any atom at 5.023 eV/A.

Last column: natural (NBO) charge in e.
Atoms and positions in Å:
C: -1.621 1.240 -0.087  -0.641
C: -1.179 -0.268 -0.008  -0.294
C: -2.040 -1.405 0.247  -0.204
C: 0.171 -0.563 -0.182  0.142
H: -1.300 1.705 0.831  0.197
H: -2.658 1.117 -0.147  0.241
H: -1.108 1.772 -0.909  0.210
H: 1.019 1.275 0.730  0.407
H: -1.218 -2.208 -0.114  0.084
H: 0.592 -1.626 -0.693  0.210
H: 2.777 -0.504 0.966  0.344
H: 2.826 -0.761 -0.702  0.374
N: 1.215 0.295 0.043  -0.420
N: 2.525 -0.069 0.025  -0.650

Question: What is the strongest force on any atom in the first record?
Answer: 5.023 eV/A

Question: What is the energy above the lowest of the compared OMol25 structures with the same formula, charge and spin in the first record?
Answer: 615.8 kJ/mol